Entry 1:
Below is a cluster of 2 separate species, C5H10O2 in total at a distorted geometry, with properties calculated with ωB97M-V/def2-TZVPD.

Output
Gap between HOMO and LUMO   8.16 eV
SMILES string   C/C=C/C=C\O.O

```
! wB97M-V def2-TZVPD RIJCOSX def2/J DEFGRID3
* xyz 0 1
C -2.1968 1.1357 -1.2310
C -0.7235 1.0458 -1.2727
C 0.1491 0.8237 -0.2904
C 1.5245 0.4334 -0.5752
C 2.1650 -0.0074 0.5959
O 1.5077 -0.1964 1.8403
H -2.3641 2.2354 -1.1071
H -2.6572 0.8153 -2.2172
H -2.5580 0.5871 -0.3561
H -0.4593 1.5357 -2.2413
H -0.3338 1.0458 0.6664
H 2.0428 0.2496 -1.5049
H 3.0966 -0.4535 0.7340
H 1.5117 -1.1853 1.9837
H -0.6056 -2.0821 1.8051
H -0.3025 -3.4066 1.5389
O 0.2034 -2.5763 1.6316
*
```



Entry 2:
Below is the molecule C5H10O2, with properties calculated with ωB97M-V/def2-TZVPD.

Output
Gap between HOMO and LUMO   10.95 eV
SMILES string   C[C@@]1(CCO)CO1

```
! wB97M-V def2-TZVPD RIJCOSX def2/J DEFGRID3
* xyz 0 1
C -1.3136 -1.3491 0.3964
C -0.5985 -0.1272 -0.1406
C 0.8531 -0.2384 -0.6036
C 1.8833 0.1880 0.4512
O 1.8917 1.5803 0.6634
C -1.4476 0.9310 -0.6956
O -0.8697 1.0785 0.5982
H -1.4342 -2.0986 -0.3946
H -0.7921 -1.8162 1.2383
H -2.3122 -1.0564 0.7371
H 1.0092 0.4138 -1.4708
H 1.0632 -1.2651 -0.9280
H 2.8852 -0.0703 0.0901
H 1.7268 -0.3644 1.3931
H 0.9761 1.8285 0.8623
H -2.5302 0.8042 -0.6859
H -1.0584 1.5880 -1.4720
*
```



Entry 3:
Below is the molecule C5H10O2 at a distorted geometry, with properties calculated with ωB97M-V/def2-TZVPD.

Output
Gap between HOMO and LUMO   10.48 eV
SMILES string   O=CCCCCO

```
! wB97M-V def2-TZVPD RIJCOSX def2/J DEFGRID3
* xyz 0 1
O -2.2537 -0.6722 2.4806
C -1.6493 -0.6708 1.3730
C -0.1144 -0.8502 1.2721
C 0.1825 -0.6258 -0.1915
C 0.4538 0.8438 -0.3402
C 1.4913 1.2748 -1.3916
O 1.3368 0.4999 -2.6144
H -2.2235 -0.3359 0.5844
H 0.5071 -0.1797 1.9514
H 0.1473 -1.9398 1.4540
H 1.0035 -1.4097 -0.5902
H -0.5948 -1.0894 -0.8634
H 0.8052 1.4025 0.5172
H -0.6028 1.3215 -0.6448
H 1.2531 2.2625 -1.7934
H 2.5530 1.2389 -1.0180
H 2.3040 0.2757 -2.8576
*
```



Entry 4:
Below is a cluster of 2 separate species, C5H10O2 in total at a distorted geometry, with properties calculated with ωB97M-V/def2-TZVPD.

Output
Gap between HOMO and LUMO   9.16 eV
SMILES string   C=C(C)O.C=CO

```
! wB97M-V def2-TZVPD RIJCOSX def2/J DEFGRID3
* xyz 0 1
C -0.8598 0.1393 0.7567
C 1.0708 0.9202 -1.3029
C -1.5892 -0.7836 -0.1689
C 0.0514 -0.2747 1.6830
C 1.8490 -0.1547 -1.0983
O -1.2527 1.4397 0.7696
O 2.2803 -0.5701 0.0806
H -1.8063 1.6269 0.0023
H 0.7636 1.1900 -2.2990
H 0.9212 1.6616 -0.5304
H 2.0886 -0.8304 -1.9176
H -1.1786 -1.7887 -0.1189
H 0.3090 0.4096 2.4783
H -2.6483 -0.8202 0.1023
H -1.5101 -0.4396 -1.2018
H 1.4527 -0.4044 0.8156
H 0.0583 -1.3211 1.9495
*
```



Entry 5:
Below is the molecule C5H10O2S at a distorted geometry, with properties calculated with ωB97M-V/def2-TZVPD.

Output
Gap between HOMO and LUMO   9.51 eV
SMILES string   CO[C@@](C)(C=O)SC

```
! wB97M-V def2-TZVPD RIJCOSX def2/J DEFGRID3
* xyz 0 1
C -2.3089 -0.5775 -0.0231
C 0.3013 0.1804 0.4299
C -0.2561 0.5102 1.8058
C 2.3658 -0.6725 -0.5152
C 0.3160 1.4427 -0.4854
H -2.5366 -0.7488 1.0610
H -3.0662 -0.9954 -0.6956
H -2.4138 0.4952 -0.1708
H 0.3525 1.3270 2.2177
H -0.1982 -0.2988 2.5498
H -1.2827 0.8415 1.7084
H 2.3599 -1.7543 -0.6284
H 2.0056 -0.1857 -1.3751
H 3.3747 -0.3337 -0.3036
H 1.3139 1.9834 -0.4231
O 1.6157 -0.2399 0.5871
O -0.6465 1.8584 -1.0493
S -0.6357 -1.1612 -0.4697
*
```



Entry 6:
Below is a structure of composition C5H10O2Sc at a distorted geometry, with properties calculated with ωB97M-V/def2-TZVPD.

Output
Gap between HOMO and LUMO (spin up / spin down)   4.98 / 8.12 eV

```
! wB97M-V def2-TZVPD RIJCOSX def2/J DEFGRID3
* xyz 2 2
C 0.7518 2.5512 0.4255
O -0.5381 1.9600 0.2811
C -0.7751 0.7906 0.8929
C -2.0736 0.2876 0.7247
H 0.7168 3.4921 -0.1310
H 0.9737 2.6654 1.4940
H 1.5158 1.9134 -0.0380
H -0.0627 0.3843 1.6133
H -2.9108 0.9932 0.6904
H -2.2515 -0.7228 1.1096
C 0.8998 -2.8772 -0.5803
C 0.9824 -1.4595 -0.9838
O -0.0223 -1.1106 -1.8367
Sc -1.7395 -0.2099 -1.5039
H 1.8081 -3.4592 -0.4165
H -0.1034 -3.2935 -0.4534
H 1.9875 -1.2357 -1.3964
H 0.8411 -0.6693 0.1084
*
```



One value per record, in order, for energy relative to the best compared isomer or geometry (same formula, charge and spin): 375.5, 203.8, 315.6, 284.9, 162.1, 50.7 kJ/mol.
One value per record, in order, for electronic energy: -346.88241, -346.94780, -346.90523, -346.91694, -745.12972, -1106.90170 hartree.